Formula: C5H8O
Source: the Open Molecules 2025 dataset
Level of theory: the ωB97M-V functional and the def2-TZVPD basis

Geometry as XYZ:
```
14
C5H8O, DFT the ωB97M-V functional and the def2-TZVPD basis
O 2.220 0.107 -1.164
C 1.870 0.363 -0.036
C 0.548 -0.026 0.555
C -0.236 -1.166 -0.125
C -1.434 -0.215 -0.357
C -0.589 0.971 0.157
H 2.523 0.980 0.618
H 0.647 -0.120 1.641
H 0.247 -1.510 -1.043
H -0.430 -2.031 0.515
H -1.783 -0.121 -1.389
H -2.300 -0.438 0.273
H -0.275 1.662 -0.630
H -1.008 1.544 0.987
```

The net charge is 0. For the LUMO energy, the calculation gives 1.12 eV. As for the SMILES: O=CC1CCC1.


Formula: C14H23N3O2S
Source: the Open Molecules 2025 dataset
Level of theory: the ωB97M-V functional and the def2-TZVPD basis

Geometry as XYZ:
```
43
C14H23N3O2S, DFT the ωB97M-V functional and the def2-TZVPD basis
C 5.380 2.606 0.827
C 4.471 3.486 0.209
C 3.198 3.013 -0.475
C 2.093 3.416 0.582
C 0.717 3.722 -0.047
C -0.286 2.601 -0.319
C -1.094 2.278 0.908
C -1.531 0.764 0.853
C -2.484 0.325 2.038
C -3.480 -0.879 1.762
C -2.751 -1.888 0.988
N -1.821 -2.687 1.533
N -1.363 -3.515 0.573
C -1.974 -3.264 -0.561
S -1.743 -4.107 -2.088
C -0.262 -5.190 -1.868
C 0.028 -6.235 -2.973
O 1.193 -6.646 -2.972
O -0.918 -6.706 -3.817
N -2.904 -2.275 -0.281
H 5.192 1.574 1.043
H 6.360 3.048 1.189
H 4.754 4.553 0.082
H 3.289 1.946 -0.687
H 3.071 3.645 -1.431
H 2.343 4.262 1.160
H 2.024 2.592 1.314
H 1.072 4.306 -0.943
H 0.195 4.553 0.496
H 0.279 1.679 -0.381
H -0.917 2.758 -1.193
H -0.558 2.466 1.868
H -1.977 2.911 0.949
H -2.200 0.755 0.005
H -0.645 0.167 0.828
H -1.713 0.071 2.782
H -3.077 1.138 2.360
H -3.897 -1.387 2.651
H -4.291 -0.478 1.143
H 0.604 -4.528 -1.904
H -0.294 -5.618 -0.985
H -0.685 -7.537 -4.231
H -3.398 -1.696 -0.989
```

The net charge is 0. For the LUMO energy, the calculation gives 0.43 eV. As for the SMILES: C=CCCCCCCCCc1nnc(SCC(=O)O)[nH]1.


Formula: C42H33BrNOP2S2Tm
Source: the Open Molecules 2025 dataset
Level of theory: the ωB97M-V functional and the def2-TZVPD basis

Geometry as XYZ:
```
83
C42H33BrNOP2S2Tm, DFT the ωB97M-V functional and the def2-TZVPD basis
Tm 0.596 0.853 0.816
O -0.999 -1.600 -1.078
C -2.352 -1.824 -0.927
C -2.979 -3.038 -1.147
C -4.340 -3.136 -0.899
C -5.062 -2.050 -0.431
C -4.421 -0.848 -0.188
C -3.057 -0.724 -0.434
P -2.059 0.762 -0.142
C -3.125 1.849 0.842
C -3.620 3.073 0.411
C -4.374 3.854 1.274
C -4.633 3.419 2.564
C -4.127 2.204 3.003
C -3.371 1.424 2.149
C -1.858 1.474 -1.800
C -0.567 1.625 -2.292
C -0.343 2.178 -3.540
C -1.421 2.581 -4.312
C -2.716 2.406 -3.847
C -2.936 1.851 -2.599
C -0.235 -2.271 -2.010
C -0.710 -2.720 -3.230
C 0.168 -3.356 -4.097
C 1.498 -3.535 -3.753
C 1.969 -3.059 -2.542
C 1.106 -2.422 -1.655
P 1.639 -1.675 -0.088
C 3.445 -1.788 -0.198
C 4.165 -2.831 0.379
C 5.536 -2.903 0.200
C 6.192 -1.950 -0.565
C 5.477 -0.917 -1.150
C 4.108 -0.831 -0.963
C 1.166 -2.850 1.224
C 0.260 -3.891 1.026
C -0.123 -4.689 2.094
C 0.396 -4.459 3.360
C 1.301 -3.427 3.558
C 1.678 -2.624 2.499
H -2.418 -3.893 -1.499
H -4.839 -4.078 -1.070
H -6.122 -2.142 -0.247
H -4.975 -0.007 0.201
H -3.404 3.437 -0.584
H -4.754 4.807 0.936
H -5.221 4.031 3.233
H -4.314 1.867 4.013
H -2.962 0.484 2.504
H 0.314 1.257 -1.742
H 0.668 2.289 -3.906
H -1.252 3.022 -5.283
H -3.556 2.700 -4.460
H -3.947 1.704 -2.244
H -1.742 -2.565 -3.502
H -0.194 -3.708 -5.053
H 2.173 -4.036 -4.432
H 3.013 -3.179 -2.287
H 3.660 -3.588 0.962
H 6.092 -3.711 0.654
H 7.262 -2.012 -0.704
H 5.985 -0.171 -1.744
H 3.555 -0.009 -1.404
H -0.135 -4.099 0.041
H -0.823 -5.497 1.933
H 0.099 -5.083 4.191
H 1.710 -3.243 4.540
H 2.381 -1.813 2.668
S -0.132 3.520 0.790
C 1.127 4.288 1.654
N 1.570 3.767 2.828
C 2.564 4.311 3.561
C 3.162 5.472 3.154
C 2.720 6.066 1.963
C 1.718 5.486 1.223
H 1.149 2.896 3.147
H 2.831 3.775 4.459
H 3.953 5.908 3.741
H 3.176 6.983 1.618
H 1.375 5.921 0.298
S 4.135 2.383 0.440
C 2.707 1.757 0.490
Br 0.423 0.569 3.406
```

The net charge is +1. For the LUMO energy (alpha / beta), the calculation gives -2.69 / -2.56 eV. Its spin multiplicity is 4.


Formula: C4H7NS
Source: the Open Molecules 2025 dataset
Level of theory: the ωB97M-V functional and the def2-TZVPD basis

Geometry as XYZ:
```
13
C4H7NS, DFT the ωB97M-V functional and the def2-TZVPD basis
C 2.029 1.406 0.107
N 0.622 1.120 0.029
C 0.252 -0.099 -0.039
C -1.189 -0.154 -0.039
C -1.859 -1.541 0.058
S -1.918 1.241 -0.287
H 2.804 0.553 0.259
H 2.269 1.678 -0.900
H 2.229 2.362 0.716
H 0.773 -1.024 -0.287
H -1.094 -2.327 0.485
H -2.652 -1.378 0.726
H -2.267 -1.838 -0.829
```

The net charge is 0. For the LUMO energy, the calculation gives -0.59 eV. As for the SMILES: C/N=C/C(C)=S.


Formula: C30H32N3O5S
Source: the Open Molecules 2025 dataset
Level of theory: the ωB97M-V functional and the def2-TZVPD basis

Geometry as XYZ:
```
71
C30H32N3O5S, DFT the ωB97M-V functional and the def2-TZVPD basis
C -2.783 -2.653 4.833
O -3.035 -2.200 3.489
C -2.930 -3.082 2.470
C -2.345 -4.361 2.532
C -2.276 -5.127 1.367
C -2.779 -4.668 0.150
C -3.390 -3.399 0.102
O -3.874 -2.776 -0.999
C -3.698 -3.398 -2.290
C -3.464 -2.638 1.262
N -4.093 -1.352 1.186
C -3.535 -0.163 1.530
C -2.094 0.006 1.660
C -1.650 1.205 2.379
C -0.523 1.884 2.096
C -0.192 3.073 2.856
C 1.041 3.761 2.696
C 1.256 5.019 3.256
C 0.290 5.601 4.089
C -0.879 4.886 4.377
C -1.108 3.638 3.798
O -1.319 -0.861 1.214
N -4.507 0.775 1.399
C -4.415 2.203 1.649
C -5.691 0.157 1.017
C -5.430 -1.157 0.866
H -3.067 -1.811 5.464
H -3.391 -3.535 5.082
H -1.719 -2.888 4.970
H -1.954 -4.730 3.482
H -1.815 -6.113 1.412
H -2.702 -5.264 -0.761
H -4.116 -2.677 -2.991
H -2.634 -3.570 -2.506
H -4.248 -4.349 -2.344
H -2.322 1.445 3.211
H 0.154 1.504 1.195
H 1.830 3.282 2.115
H 2.186 5.549 3.041
H 0.451 6.589 4.521
H -1.623 5.302 5.059
H -2.018 3.099 4.064
H -5.231 2.692 1.105
H -4.533 2.427 2.719
H -3.459 2.609 1.302
H -6.598 0.715 0.866
H -6.059 -1.971 0.563
C 2.327 -0.009 -1.712
S 0.993 -0.093 -0.475
C 1.935 -0.940 0.829
C 0.943 1.559 0.252
C 0.645 2.590 -0.784
C 1.114 3.913 -0.601
C 0.746 4.939 -1.456
C -0.067 4.654 -2.568
N -0.561 5.718 -3.371
O -1.312 5.448 -4.337
O -0.238 6.893 -3.075
C -0.468 3.328 -2.824
C -0.121 2.314 -1.939
H 1.965 0.527 -2.593
H 3.218 0.469 -1.293
H 2.542 -1.049 -1.985
H 1.283 -1.015 1.703
H 2.166 -1.939 0.444
H 2.856 -0.385 1.045
H 1.947 1.699 0.674
H 1.776 4.136 0.234
H 1.053 5.966 -1.276
H -1.069 3.128 -3.708
H -0.468 1.300 -2.159
```

The net charge is +1. For the LUMO energy, the calculation gives -3.60 eV.


Formula: C16H15N4SSeSn
Source: the Open Molecules 2025 dataset
Level of theory: the ωB97M-V functional and the def2-TZVPD basis

Geometry as XYZ:
```
38
C16H15N4SSeSn, DFT the ωB97M-V functional and the def2-TZVPD basis
Sn -10.953 5.496 4.904
C -11.417 4.325 1.651
C -11.480 5.718 1.801
C -12.540 6.302 2.500
C -13.554 5.493 3.049
C -13.506 4.122 2.883
C -12.407 3.550 2.226
H -10.598 3.902 1.110
H -10.726 6.354 1.331
H -12.619 7.383 2.700
H -14.374 5.934 3.588
H -14.274 3.493 3.323
H -12.341 2.465 2.172
C -11.328 10.331 7.361
N -12.490 9.431 7.353
C -13.809 9.803 7.637
C -14.584 8.699 7.612
N -13.707 7.613 7.297
C -12.430 8.091 7.136
S -10.884 7.342 6.804
C -14.099 6.264 7.265
C -15.080 5.816 8.157
C -15.475 4.487 8.062
C -14.812 3.665 7.150
C -13.841 4.204 6.369
N -13.474 5.486 6.392
H -11.661 11.339 7.547
H -10.795 10.271 6.406
H -10.615 10.045 8.131
H -14.062 10.833 7.829
H -15.663 8.547 7.709
H -15.468 6.495 8.921
H -16.254 4.093 8.668
H -15.068 2.606 7.027
H -13.252 3.583 5.699
Se -7.030 8.360 4.122
C -8.376 7.292 4.083
N -9.304 6.593 4.143
```

The net charge is +1. For the LUMO energy, the calculation gives -3.74 eV.


Results for strongest force on any atom: 0.3 5.6 0.8 4.6 6.9 2.9 (in eV Å⁻¹, following the order of the records).
Results for energy above the lowest of the compared OMol25 structures with the same formula, charge and spin: 115.9 340.6 0.0 268.4 212.7 0.0 (in kJ/mol, following the order of the records).